(1)
C14H17Cl33NO2 | the ωB97M-V functional and the def2-TZVPD basis

Each line ends with the Löwdin charge.
Cartesian coordinates (Å):
C 0.28 0.33 -1.36  -0.190
N -0.85 1.18 -1.02  -0.102
C -1.98 0.94 -1.91  -0.199
C -2.74 -0.32 -1.51  -0.709
O -3.71 -0.19 -0.70  -0.127
O -2.30 -1.39 -2.02  -0.109
H 0.77 0.67 -2.27  0.068
H -0.08 -0.69 -1.54  0.072
H 0.97 0.27 -0.55  -0.018
H -1.10 1.02 -0.06  0.042
H -2.65 1.78 -1.88  0.079
H -1.60 0.80 -2.91  0.092
C -5.82 1.46 -3.67  -1.539
Cl -5.87 2.43 -2.20  0.536
Cl -7.28 1.72 -4.64  0.500
Cl -4.37 1.81 -4.62  0.525
H -5.79 0.42 -3.38  0.009
C 3.80 -1.11 0.61  -1.500
Cl 3.26 -0.65 -1.00  0.601
Cl 5.25 -0.22 1.10  0.466
Cl 2.52 -0.85 1.80  0.518
H 4.05 -2.17 0.59  0.015
C -5.73 -2.38 -0.98  -1.539
Cl -6.37 -3.36 -2.32  0.472
Cl -7.05 -1.69 -0.03  0.498
Cl -4.68 -3.36 0.05  0.526
H -5.12 -1.56 -1.37  -0.027
C -0.87 0.38 3.48  -1.553
Cl 0.33 -0.68 4.25  0.501
Cl -0.05 1.70 2.65  0.520
Cl -1.93 -0.51 2.39  0.604
H -1.48 0.80 4.26  -0.091
C 7.11 0.20 5.30  -1.550
Cl 8.49 -0.75 4.76  0.512
Cl 7.46 1.93 5.21  0.517
Cl 5.67 -0.20 4.36  0.515
H 6.92 -0.05 6.34  0.007
C -4.89 0.91 3.95  -1.518
Cl -3.81 0.63 5.33  0.548
Cl -6.54 0.44 4.35  0.534
Cl -4.82 2.60 3.45  0.557
H -4.55 0.30 3.13  -0.015
C -3.02 -1.62 -6.80  -1.554
Cl -2.53 -1.46 -5.12  0.580
Cl -4.39 -2.73 -6.95  0.500
Cl -3.43 -0.05 -7.50  0.486
H -2.19 -2.04 -7.36  0.004
C -8.09 -6.63 -3.68  -1.559
Cl -6.81 -7.76 -3.24  0.522
Cl -7.46 -5.33 -4.67  0.506
Cl -9.41 -7.47 -4.50  0.506
H -8.48 -6.20 -2.77  0.010
C 9.96 0.52 0.60  -1.551
Cl 8.25 0.09 0.62  0.504
Cl 10.37 1.56 1.97  0.502
Cl 10.98 -0.92 0.59  0.516
H 10.16 1.07 -0.30  -0.037
C -2.62 4.34 5.73  -1.569
Cl -2.25 4.98 7.34  0.517
Cl -3.24 5.60 4.68  0.520
Cl -1.21 3.57 5.01  0.533
H -3.39 3.58 5.84  -0.039
C 13.25 2.93 -1.05  -1.543
Cl 12.20 1.96 -2.09  0.541
Cl 12.30 3.89 0.09  0.523
Cl 14.41 1.91 -0.20  0.527
H 13.80 3.61 -1.68  0.007

Values from the calculation:
gap between HOMO and LUMO	6.05	eV
E_LUMO	0.05250	Ha
total charge	-1
total energy	-433620.44214	eV
F_max	1.2	eV/Å

(2)
C14H17ClFN2O9Si | the ωB97M-V functional and the def2-TZVPD basis

Each line ends with the Löwdin charge.
Cartesian coordinates (Å):
C 1.68 0.84 -1.23  -0.018
C 0.14 0.87 -0.99  -0.422
C -0.12 1.48 0.41  -0.153
Si 0.45 0.28 1.76  0.649
C 2.32 0.45 2.13  -0.219
O 3.14 -0.49 1.40  -0.173
N 3.18 -1.74 2.02  -0.054
O 3.42 -2.58 1.25  0.046
C -0.56 0.55 3.34  -0.127
C -0.30 -0.59 4.27  -0.519
O -1.13 -1.21 4.83  0.171
F 1.00 -0.96 4.45  0.048
N 0.22 -1.41 1.28  0.113
C -0.94 -1.77 1.11  -0.401
O -1.96 -2.12 0.69  0.179
O -0.45 1.68 -1.99  -0.106
C -1.12 0.95 -3.00  -0.164
C -0.32 -0.18 -3.62  -0.216
C -0.67 -1.49 -3.30  -0.048
C 0.03 -2.59 -3.79  -0.073
C 1.11 -2.36 -4.63  -0.094
C 1.45 -1.06 -4.96  -0.091
C 0.76 0.03 -4.47  -0.046
H 2.20 1.47 -0.52  0.063
H 1.87 1.24 -2.22  0.072
H 2.05 -0.19 -1.21  0.086
H -0.26 -0.14 -0.95  0.107
H -1.17 1.73 0.54  0.097
H 0.47 2.40 0.48  0.089
H 2.65 1.44 1.81  0.079
H 2.51 0.29 3.20  0.073
H -1.62 0.49 3.05  0.065
H -0.31 1.52 3.77  0.112
H -2.09 0.56 -2.67  0.126
H -1.34 1.67 -3.79  0.126
H -1.50 -1.65 -2.62  0.112
H -0.28 -3.58 -3.50  0.102
H 1.66 -3.22 -4.99  0.098
H 2.30 -0.88 -5.61  0.099
H 1.05 1.05 -4.72  0.118
O -3.06 1.77 5.76  -0.378
Cl -3.91 1.85 4.60  0.639
O -3.11 1.59 3.42  -0.421
O -4.48 3.17 4.50  -0.378
O -4.96 0.86 4.69  -0.370

Values from the calculation:
gap between HOMO and LUMO	8.47	eV
E_LUMO	0.08573	Ha
total charge	-1
total energy	-59312.60625	eV
F_max	2.0	eV/Å

(3)
C14H17ClN2O3 | the ωB97M-V functional and the def2-TZVPD basis

Each line ends with the Löwdin charge.
Cartesian coordinates (Å):
O -5.21 2.10 1.06  0.103
C -5.76 1.16 0.54  -0.533
O -7.09 1.02 0.54  0.109
C -5.07 0.02 -0.15  -0.089
C -3.61 0.33 -0.46  -0.091
C -2.78 -0.94 -0.52  -0.442
O -3.26 -2.03 -0.26  0.057
N -1.49 -0.81 -0.92  -0.062
C -0.75 0.42 -1.08  -0.122
C 0.31 0.51 0.02  -0.127
N 1.18 -0.64 -0.04  -0.106
C 2.52 -0.54 0.29  -0.221
C 3.18 -1.52 1.04  -0.029
C 4.54 -1.41 1.31  -0.083
C 5.28 -0.34 0.84  -0.125
C 4.62 0.62 0.09  -0.675
Cl 5.52 1.98 -0.52  0.669
C 3.28 0.53 -0.19  -0.055
C 0.45 -1.88 0.14  -0.139
C -0.63 -1.97 -0.95  -0.113
H -7.51 1.75 1.01  0.131
H -5.63 -0.25 -1.05  0.135
H -5.11 -0.85 0.51  0.133
H -3.53 0.88 -1.40  0.130
H -3.22 0.97 0.34  0.124
H -0.25 0.39 -2.06  0.134
H -1.40 1.29 -1.04  0.115
H -0.20 0.54 1.00  0.137
H 0.89 1.43 -0.08  0.115
H 2.64 -2.35 1.45  0.100
H 5.02 -2.18 1.90  0.107
H 6.33 -0.26 1.05  0.100
H 2.82 1.30 -0.80  0.102
H -0.03 -1.92 1.13  0.138
H 1.13 -2.72 0.02  0.121
H -0.15 -2.03 -1.93  0.133
H -1.25 -2.85 -0.79  0.122

Values from the calculation:
gap between HOMO and LUMO	8.75	eV
E_LUMO	0.02271	Ha
SMILES string	O=C(O)CCC(=O)N1CCN(c2cccc(Cl)c2)CC1
total energy	-36440.20234	eV
F_max	0.6	eV/Å

(4)
C14H17CrN3O | the ωB97M-V functional and the def2-TZVPD basis

Each line ends with the Löwdin charge.
Cartesian coordinates (Å):
C -0.48 -1.15 2.87  -0.258
C 0.02 -1.73 -2.10  -0.170
H 0.40 -1.49 3.43  -0.046
H -1.34 -1.73 3.25  -0.014
H -0.65 -0.07 3.05  -0.002
H -0.60 -0.95 -2.54  0.062
H 0.69 -1.27 -1.35  0.041
H 0.67 -2.15 -2.88  0.077
C 2.20 0.07 2.13  -0.089
C 3.19 1.04 2.33  -0.035
C 3.33 2.06 1.39  -0.042
C 2.43 2.13 0.33  0.003
H 2.11 -0.79 2.81  0.106
H 3.84 0.95 3.20  0.111
H 4.10 2.81 1.51  0.110
H 2.51 2.90 -0.44  0.107
N 1.33 0.12 1.09  0.023
C 1.39 1.19 0.24  -0.193
C 0.26 1.35 -0.66  -0.205
N -0.83 0.58 -0.32  0.036
C -1.98 0.82 -1.00  -0.087
C -0.87 2.28 -2.57  -0.043
C -2.02 1.62 -2.14  -0.044
H -2.88 0.33 -0.62  0.117
H -2.96 1.74 -2.66  0.113
C 0.28 2.18 -1.78  -0.002
H 1.19 2.72 -2.04  0.112
H -0.87 2.93 -3.43  0.114
Cr -0.37 -1.17 0.83  0.600
C -0.82 -2.83 -1.52  -0.182
H -1.17 -3.48 -2.32  0.075
H -1.71 -2.43 -1.02  0.028
H -0.27 -3.47 -0.82  0.073
O -4.52 -1.75 1.64  0.035
C -3.38 -1.69 1.26  -0.477
N -2.24 -1.64 0.86  -0.057

Values from the calculation:
gap between HOMO and LUMO (spin up / spin down)	5.80 / 6.73	eV
spin multiplicity	5
E_LUMO (spin up / spin down)	-0.03481 / -0.03822	Ha
total energy	-49732.33846	eV
F_max	3.0	eV/Å

(5)
C14H17EuN | the ωB97M-V functional and the def2-TZVPD basis

Each line ends with the Löwdin charge.
Cartesian coordinates (Å):
C -0.33 1.05 -3.41  -0.272
C 1.08 1.22 -3.20  -0.264
C 1.27 2.15 -2.13  -0.248
C -0.03 2.57 -1.68  -0.253
C -1.01 1.89 -2.48  -0.259
Eu 0.08 -0.22 -1.02  1.226
N -1.54 -1.42 -1.81  -0.296
C -0.24 -2.39 -1.87  -0.537
C 1.18 -1.97 -2.07  -0.406
H 2.22 2.54 -1.77  0.050
H 1.87 0.75 -3.79  0.068
H -0.23 3.31 -0.91  0.063
H -2.10 2.00 -2.40  0.073
H -0.79 0.41 -4.17  0.074
H 1.49 -1.85 -3.13  -0.008
H -0.26 -3.00 -0.92  0.061
H -2.36 -2.02 -1.67  -0.044
H 1.90 -2.53 -1.44  -0.027
H -0.46 -3.01 -2.75  0.060
C -1.29 0.59 1.07  -0.291
C -0.54 0.26 2.25  -0.374
C 0.75 -0.36 2.21  -0.083
C 1.41 -0.71 3.39  -0.186
C 0.83 -0.45 4.64  -0.176
C -0.42 0.19 4.70  -0.154
C -1.08 0.56 3.54  -0.089
H -1.96 -0.16 0.61  -0.018
H -1.50 1.64 0.85  -0.011
H 1.25 -0.56 1.24  0.043
H 2.39 -1.20 3.33  0.056
H 1.35 -0.73 5.55  0.065
H -0.87 0.40 5.67  0.073
H -2.05 1.06 3.58  0.085

Values from the calculation:
gap between HOMO and LUMO (spin up / spin down)	2.39 / 5.12	eV
spin multiplicity	8
E_LUMO (spin up / spin down)	0.20541 / 0.20272	Ha
total charge	-2
total energy	-35605.55603	eV
F_max	3.7	eV/Å

(6)
C14H17F3FeN3O4S2 | the ωB97M-V functional and the def2-TZVPD basis

Each line ends with the Löwdin charge.
Cartesian coordinates (Å):
Fe -0.03 0.24 0.19  0.732
C 3.14 -6.14 1.48  -0.056
C 2.99 -4.75 0.94  -0.276
C 4.09 -4.05 0.46  -0.039
C 3.95 -2.77 -0.05  -0.060
C 2.70 -2.18 -0.07  -0.261
C 1.59 -2.84 0.43  -0.039
C 1.74 -4.13 0.92  -0.019
S 2.58 -0.53 -0.80  0.592
O 1.31 -0.47 -1.56  -0.375
O 3.74 -0.40 -1.67  -0.338
N 2.49 0.61 0.28  -0.266
C 3.03 0.35 1.57  -0.204
C 1.94 -0.23 2.56  -0.678
O 2.32 -0.55 3.68  0.002
O 0.78 -0.32 2.09  -0.116
H 4.19 -6.38 1.60  0.069
H 2.69 -6.86 0.80  0.079
H 2.64 -6.23 2.44  0.079
H 5.07 -4.51 0.49  0.107
H 4.78 -2.22 -0.45  0.107
H 0.63 -2.35 0.42  0.091
H 0.88 -4.66 1.30  0.117
H 3.40 1.28 2.02  0.113
H 3.86 -0.38 1.55  0.104
S -0.09 2.86 -0.03  0.655
C 0.60 2.54 -1.54  -0.864
N 1.93 2.49 -1.67  0.012
C 2.57 2.13 -2.93  -0.186
C 1.72 2.63 -4.09  -0.160
C 0.31 2.08 -3.90  -0.180
N -0.19 2.55 -2.63  0.008
H 2.39 2.13 -0.82  0.079
H 2.70 1.05 -2.99  0.084
H 3.56 2.60 -2.93  0.125
H 2.14 2.29 -5.04  0.111
H 1.69 3.72 -4.09  0.115
H 0.34 0.98 -3.92  0.124
H -0.36 2.42 -4.69  0.117
H -1.18 2.41 -2.43  0.108
F -2.06 0.45 -1.47  -0.086
C -2.21 -0.18 -0.22  -0.443
F -3.54 -0.52 -0.21  0.004
F -1.57 -1.43 -0.49  -0.091

Values from the calculation:
gap between HOMO and LUMO (spin up / spin down)	7.74 / 7.90	eV
spin multiplicity	5
E_LUMO (spin up / spin down)	0.10136 / 0.10131	Ha
total charge	-1
total energy	-91667.08634	eV
F_max	2.3	eV/Å

(7)
C14H17F3IN2O2S3Ti | the ωB97M-V functional and the def2-TZVPD basis

Each line ends with the Löwdin charge.
Cartesian coordinates (Å):
Ti -0.17 -0.17 0.07  0.273
C -3.25 4.36 -2.64  -0.060
C -3.47 3.07 -1.93  -0.369
S -0.30 1.82 -1.13  0.211
C -4.34 2.20 -1.49  -0.379
C -5.76 1.83 -1.34  -0.056
S -2.51 -0.37 -0.03  0.169
H -2.19 4.47 -2.89  0.073
H -3.53 5.20 -2.00  0.075
H -3.83 4.42 -3.56  0.074
H -6.42 2.59 -1.78  0.073
H -6.01 1.71 -0.29  0.078
H -5.96 0.88 -1.83  0.077
F -1.77 -1.05 4.12  0.150
C -0.53 -0.92 3.64  -0.542
F 0.32 -1.32 4.61  0.131
F -0.39 -1.81 2.64  0.036
C -0.22 0.54 3.20  -0.560
O -0.22 1.36 4.10  0.084
O -0.01 0.70 1.96  -0.182
I -0.70 -3.74 -0.01  0.898
C 0.10 -2.80 -1.70  -0.796
C 0.37 -3.55 -2.81  -0.203
C 1.00 -2.95 -3.92  -0.138
C 1.38 -1.60 -3.76  -0.124
C 1.09 -0.92 -2.62  -0.211
N 0.38 -1.47 -1.55  -0.212
H 0.10 -4.60 -2.82  0.075
H 1.21 -3.51 -4.82  0.072
H 1.91 -1.07 -4.55  0.089
H 1.35 0.12 -2.50  0.047
N 3.01 -1.17 1.10  0.161
C 2.07 -0.67 0.64  -0.015
H 3.79 -1.65 1.50  0.090
C -2.48 0.76 -2.75  -0.304
S -2.65 1.67 -1.12  0.340
C -2.69 2.49 0.59  -0.280
H -2.13 1.49 -3.48  0.047
H -3.47 0.38 -3.02  0.050
H -1.77 -0.05 -2.61  -0.012
H -3.40 1.90 1.17  0.028
H -3.03 3.52 0.47  0.048
H -1.69 2.42 1.00  -0.005

Values from the calculation:
gap between HOMO and LUMO (spin up / spin down)	4.54 / 6.91	eV
spin multiplicity	3
E_LUMO (spin up / spin down)	0.09014 / 0.08915	Ha
total charge	-1
total energy	-93740.56828	eV
F_max	0.5	eV/Å

(8)
C14H17F3N2O3PbS | the ωB97M-V functional and the def2-TZVPD basis

Each line ends with the Löwdin charge.
Cartesian coordinates (Å):
C -1.46 0.83 3.44  -0.180
C -1.06 -0.68 3.25  -0.292
H -0.45 1.14 3.36  0.002
H -1.71 0.88 4.53  0.097
H -2.03 1.59 2.82  0.088
H -0.95 -1.81 2.88  0.120
H -0.18 -0.72 3.90  0.040
H -2.03 -0.82 3.66  0.025
C 0.33 2.62 -1.01  -0.074
C 0.53 3.41 -2.15  -0.017
C 0.61 2.78 -3.41  -0.034
C 0.47 1.40 -3.54  0.002
H 0.33 2.97 0.03  0.124
H 0.65 4.47 -2.02  0.111
H 0.79 3.37 -4.30  0.115
H 0.55 0.91 -4.53  0.116
N 0.15 1.29 -1.17  -0.066
C 0.21 0.65 -2.39  -0.181
C 0.01 -0.82 -2.41  -0.178
N -0.28 -1.46 -1.24  -0.071
C -0.49 -2.80 -1.15  -0.068
C -0.04 -2.95 -3.50  -0.034
C -0.36 -3.56 -2.29  -0.041
H -0.73 -3.17 -0.13  0.141
H -0.50 -4.65 -2.21  0.122
C 0.15 -1.57 -3.60  0.019
H 0.41 -1.09 -4.54  0.108
H 0.06 -3.54 -4.42  0.117
Pb -0.60 -0.09 0.42  1.367
C -3.07 -0.06 0.16  -0.289
H -3.31 -1.07 -0.15  -0.073
H -3.00 0.47 -0.78  -0.085
H -3.89 0.29 0.72  -0.058
F 3.92 0.84 3.90  0.124
C 2.82 0.14 3.59  -0.589
F 3.23 -1.12 3.85  0.108
F 1.73 0.42 4.41  0.082
S 2.39 0.36 1.79  0.505
O 1.74 1.70 1.67  -0.375
O 3.63 0.21 1.06  -0.297
O 1.42 -0.75 1.52  -0.532

Values from the calculation:
gap between HOMO and LUMO (spin up / spin down)	4.42 / 4.42	eV
E_LUMO (spin up / spin down)	-0.05648 / -0.05645	Ha
total energy	-48145.78980	eV
F_max	5.3	eV/Å

Question: What is the total energy in the eighth record?
Answer: -48145.78980 eV

Question: Among the records above, which one has the highest total energy?
Answer: C14H17EuN